Version A
2 unconnected molecules or ions with the total composition C2H8N2O3S. Source: the Open Molecules 2025 dataset; level of theory: ωB97M-V/def2-TZVPD.

Properties
Highest occupied orbital energy, eV: -9.80
Orbital gap, eV: 10.7

```
! RIJCOSX wB97M-V def2-TZVPD def2/J DEFGRID3
* xyz 0 1
C 1.07300 0.05958 -2.04337
C -0.49773 -2.66859 -0.49177
N -0.87820 2.56969 2.33176
N 0.33344 -0.60437 -1.24856
O 0.35160 2.61784 0.22069
O 0.08092 0.46176 1.30369
O 0.21105 -1.89350 -1.58342
S -0.72277 1.89789 0.79645
H 0.04961 -0.22794 0.62077
H 1.61348 -0.33671 -3.03181
H 1.38084 1.06431 -1.76560
H 0.10162 -2.29558 0.45927
H -0.31563 -3.79614 -0.67867
H -1.54940 -2.48337 -0.43103
H -0.51912 2.01346 3.17607
H -0.71271 3.62167 2.36553
*
```

Version B
2 unconnected molecules or ions with the total composition C2H8N2O3S. Source: the Open Molecules 2025 dataset; level of theory: ωB97M-V/def2-TZVPD.

Properties
Highest occupied orbital energy, eV: -10.26
Orbital gap, eV: 10.8

```
! RIJCOSX wB97M-V def2-TZVPD def2/J DEFGRID3
* xyz 0 1
N -3.14987 -0.19166 0.44794
S -1.55575 -0.08172 0.01209
O -0.75390 -0.35674 1.17813
O -1.38203 -0.87880 -1.15848
O -1.43925 1.43885 -0.37071
H -3.51733 -0.06838 1.47117
H -3.98860 -0.12831 -0.27830
H -0.48871 1.44327 -0.20165
H 1.31259 1.43574 0.91324
N 1.07218 1.16764 -0.08704
C 1.66787 0.16339 -0.57627
C 2.60896 -0.80739 -0.04353
H 1.24824 -0.14612 -1.60070
H 2.12909 -1.84205 -0.18177
H 3.57702 -0.63725 -0.54576
H 2.65950 -0.51049 1.02162
*
```

Energies relative to the most stable structure are version A 53.5; version B 0.0, reported in kcal/mol.

Version A
A single C22H27N3O5S molecule. Source: the Open Molecules 2025 dataset; level of theory: ωB97M-V/def2-TZVPD.

Properties
Highest occupied orbital energy, eV: -8.68
Orbital gap, eV: 9.2

```
! RIJCOSX wB97M-V def2-TZVPD def2/J DEFGRID3
* xyz 0 1
C 0.21835 3.73324 0.59046
C 1.23088 2.63273 0.39639
O 1.07445 1.49254 0.78162
N 2.36664 3.03959 -0.23430
C 3.29673 2.07859 -0.77516
C 2.90977 1.67989 -2.21365
C 1.45832 1.22295 -2.18313
O 0.54033 1.99599 -2.33331
N 1.33397 -0.10423 -1.91096
C 0.18462 -0.82619 -1.59948
C -1.09351 -0.27928 -1.64376
C -2.18675 -1.06999 -1.35651
S -3.82857 -0.33587 -1.35445
O -3.79157 0.85855 -2.14306
O -4.76680 -1.36716 -1.69216
N -4.15760 0.11828 0.20130
C -3.46908 1.26522 0.74124
C -2.26388 0.87593 1.59887
C -2.68713 -0.12686 2.66974
C -3.33226 -1.34464 2.01310
C -4.51993 -0.89740 1.15832
C -2.05648 -2.40928 -1.04761
C -0.78867 -2.95926 -0.97223
C 0.32831 -2.17617 -1.22350
O 1.56277 -2.78756 -1.19052
C 2.53582 -2.31716 -0.33677
C 2.28149 -1.45239 0.72153
C 3.32774 -1.04050 1.52837
C 4.61692 -1.48881 1.29816
C 4.86210 -2.36496 0.25262
C 3.82973 -2.77889 -0.56659
H -0.43877 3.48953 1.41925
H 0.70061 4.69061 0.76790
H -0.37886 3.79606 -0.31821
H 2.34663 3.94134 -0.68590
H 4.30316 2.50411 -0.76087
H 3.26596 1.20212 -0.12164
H 3.57891 0.90106 -2.57760
H 2.98204 2.55219 -2.86519
H 2.19447 -0.62720 -1.81472
H -1.23967 0.75071 -1.92222
H -3.17482 1.88017 -0.10915
H -4.18559 1.82996 1.35098
H -1.48135 0.44432 0.97320
H -1.85535 1.77017 2.06995
H -1.82027 -0.43096 3.25912
H -3.40692 0.34411 3.34427
H -3.67933 -2.04906 2.77090
H -2.59507 -1.85012 1.38666
H -4.94305 -1.72448 0.58815
H -5.30200 -0.48546 1.80789
H -2.94085 -3.00238 -0.88141
H -0.64227 -3.99828 -0.72121
H 1.28430 -1.08554 0.90765
H 3.12096 -0.35998 2.33975
H 5.42689 -1.16279 1.93249
H 5.86298 -2.72648 0.07060
H 4.00052 -3.46062 -1.38519
*
```

Version B
A single C22H27N3O5S molecule. Source: the Open Molecules 2025 dataset; level of theory: ωB97M-V/def2-TZVPD.

Properties
Highest occupied orbital energy, eV: -8.93
Orbital gap, eV: 9.5

```
! RIJCOSX wB97M-V def2-TZVPD def2/J DEFGRID3
* xyz 0 1
C -6.70144 -1.77855 -2.10886
C -6.70881 -1.62802 -0.59437
O -5.76787 -0.64828 -0.15755
C -4.48867 -1.06999 -0.04855
O -4.12353 -2.20067 -0.27214
N -3.66358 -0.08580 0.38385
C -2.23976 -0.32645 0.45363
C -1.51621 0.52722 -0.59676
N -1.88258 1.91348 -0.42287
C -1.07199 2.88313 0.07061
O -1.47667 3.99676 0.34222
C 0.36478 2.48776 0.23280
C 1.23638 2.52574 -0.84981
C 2.55807 2.15456 -0.68866
C 3.02511 1.74459 0.55471
C 4.41523 1.18155 0.67668
N 4.44194 -0.17895 0.15490
C 3.43920 -1.05798 0.63332
C 2.27914 -1.29370 -0.09288
C 1.31314 -2.14619 0.41171
C 1.48943 -2.75122 1.64474
C 2.64272 -2.51069 2.37219
C 3.61877 -1.66987 1.86792
S 5.07011 -0.42337 -1.36828
C 6.69908 -1.09054 -0.94726
O 4.33849 -1.44374 -2.05448
O 5.26154 0.84195 -2.01767
C 2.15904 1.73559 1.63918
C 0.83778 2.11320 1.48318
C -3.30810 2.14755 -0.51817
C -4.04002 1.30253 0.53120
H -6.88732 -0.81846 -2.58488
H -5.73649 -2.15773 -2.43580
H -7.47493 -2.47961 -2.40863
H -6.47219 -2.58548 -0.11967
H -7.67506 -1.26401 -0.23866
H -2.06928 -1.38881 0.27692
H -1.87918 -0.05978 1.45336
H -0.43767 0.40508 -0.50012
H -1.82608 0.20603 -1.59795
H 0.87245 2.83745 -1.81755
H 3.23586 2.15743 -1.52956
H 4.74215 1.16814 1.72182
H 5.12290 1.75148 0.07446
H 2.15257 -0.81845 -1.05218
H 0.41648 -2.33625 -0.15895
H 0.72967 -3.41025 2.03693
H 2.78583 -2.98221 3.33326
H 4.52210 -1.47832 2.42805
H 7.22275 -0.35327 -0.35410
H 7.22924 -1.28695 -1.87012
H 6.54096 -2.00605 -0.39382
H 2.51637 1.42170 2.60931
H 0.16698 2.10616 2.32964
H -3.48420 3.21072 -0.34727
H -3.64902 1.87248 -1.52173
H -5.11807 1.39839 0.42018
H -3.74757 1.63895 1.53254
*
```

Energies relative to the most stable structure are version A 0.0; version B 7.4, reported in kcal/mol.

Version A
A single C16H26N4O2 molecule. Source: the Open Molecules 2025 dataset; level of theory: ωB97M-V/def2-TZVPD.

Properties
Highest occupied orbital energy, eV: -8.70
Orbital gap, eV: 9.5

```
! RIJCOSX wB97M-V def2-TZVPD def2/J DEFGRID3
* xyz 0 1
O -0.45878 -4.49737 0.66631
C -0.10824 -3.57926 -0.04405
C 1.35355 -3.43307 -0.51053
N 1.86368 -2.09631 -0.40321
C 2.94434 -1.68732 0.29153
C 3.09520 -0.33700 0.06305
C 2.03169 -0.00590 -0.79697
N 1.30121 -1.07986 -1.06533
C 1.71905 1.33491 -1.35937
C 1.58642 2.40609 -0.27259
C 2.91382 2.82654 0.35977
C 3.53574 1.79905 1.30587
C 4.13757 0.58351 0.59543
N -0.91918 -2.64480 -0.55888
C -2.32956 -2.60723 -0.25915
C -2.72950 -1.54336 0.77662
N -2.99353 -0.26023 0.14759
C -1.82374 0.59592 0.05515
C -2.17966 1.82821 -0.77710
O -3.24969 2.54498 -0.20781
C -4.38037 1.71706 -0.07917
C -4.07628 0.48231 0.77043
H 1.39239 -3.75862 -1.55748
H 1.97415 -4.09948 0.09033
H 3.52331 -2.36668 0.88424
H 0.78862 1.26307 -1.92558
H 2.51445 1.62685 -2.05208
H 0.91021 2.04851 0.50678
H 1.13331 3.29196 -0.72474
H 3.62941 3.06686 -0.43072
H 2.73711 3.74304 0.92907
H 2.78428 1.46207 2.02367
H 4.33213 2.29316 1.86810
H 4.76871 0.03028 1.29446
H 4.77312 0.93063 -0.22557
H -0.48667 -1.87889 -1.06909
H -2.58104 -3.59675 0.13057
H -2.88667 -2.42247 -1.18049
H -1.95175 -1.47682 1.55229
H -3.65025 -1.88110 1.25632
H -1.00907 0.05772 -0.42858
H -1.48738 0.92112 1.05721
H -1.33921 2.52165 -0.82351
H -2.44773 1.50520 -1.79462
H -5.15649 2.32611 0.38744
H -4.71805 1.39051 -1.07444
H -4.96497 -0.15026 0.81467
H -3.81568 0.80542 1.79413
*
```

Version B
2 unconnected molecules or ions with the total composition C16H26N4O2. Source: the Open Molecules 2025 dataset; level of theory: ωB97M-V/def2-TZVPD.

Properties
Highest occupied orbital energy, eV: -8.60
Orbital gap, eV: 9.2

```
! RIJCOSX wB97M-V def2-TZVPD def2/J DEFGRID3
* xyz 0 1
C 0.05677 4.13518 -3.89387
N 0.68293 3.73254 -2.63517
C 0.19337 2.79140 -1.81952
O -0.84886 2.19445 -2.06572
C 0.96610 2.55719 -0.50788
C 0.53228 1.30437 0.28844
C 0.74721 -0.04503 -0.43021
C 2.21384 -0.28232 -0.80122
C 0.32335 -1.18226 0.49704
N 0.85497 3.74082 0.35670
C 1.81258 4.30516 1.09251
C 3.20798 3.71154 1.10952
O 1.57718 5.30802 1.74545
H -1.02296 4.23033 -3.75613
H 0.24384 3.37869 -4.65808
H 0.45688 5.09397 -4.22655
H 1.51788 4.21602 -2.34432
H 2.00831 2.42836 -0.79383
H 1.08924 1.28247 1.22626
H -0.52631 1.39961 0.53752
H 0.14294 -0.09361 -1.33455
H 2.33214 -1.29091 -1.19846
H 2.84666 -0.16807 0.07856
H 2.52376 0.41858 -1.57396
H -0.72286 -1.05532 0.77335
H 0.93690 -1.18657 1.39746
H 0.43169 -2.13565 -0.01932
H -0.04855 4.18694 0.42092
H 3.64700 3.77988 0.11683
H 3.15764 2.67334 1.43048
H 3.81950 4.27600 1.81248
C -2.33241 -3.42385 3.88287
C -2.13677 -3.65601 2.41323
C -2.82646 -3.06403 1.38626
C -2.29690 -3.58189 0.13325
C -2.77174 -3.16928 -1.23319
C -1.30124 -4.47637 0.45373
C -0.47812 -5.23766 -0.43488
N 0.20363 -5.86690 -1.13979
N -1.21078 -4.51617 1.83959
H -2.61341 -4.35808 4.37852
H -3.12352 -2.68705 4.05320
H -1.40650 -3.05086 4.33093
H -3.62317 -2.33269 1.48578
H -3.83454 -3.40175 -1.34740
H -2.63114 -2.09265 -1.36742
H -2.21631 -3.69138 -2.01758
H -0.55403 -5.09847 2.35816
*
```

Energies relative to the most stable structure are version A 16.3; version B 0.0, reported in kcal/mol.

Version A
A single C3HNO2 molecule. Source: the Open Molecules 2025 dataset; level of theory: ωB97M-V/def2-TZVPD.

Properties
Highest occupied orbital energy (spin up / spin down), eV: -8.52 / -8.52
Orbital gap (spin up / spin down), eV: 7.0 / 7.0

```
! RIJCOSX wB97M-V def2-TZVPD def2/J DEFGRID3
* xyz 0 1
C -0.15735 0.82606 -0.01923
N -1.34316 0.18911 0.00941
C -1.20071 -1.06228 -0.00958
C 1.00837 0.11459 -0.01663
O -0.33912 -1.89732 0.05586
O 2.15977 -0.07847 0.01212
H -0.12779 1.90830 -0.03194
*
```

Version B
A single C3HNO2 molecule. Source: the Open Molecules 2025 dataset; level of theory: ωB97M-V/def2-TZVPD.

Properties
Highest occupied orbital energy (spin up / spin down), eV: -9.54 / -9.13
Orbital gap (spin up / spin down), eV: 7.8 / 7.6

```
! RIJCOSX wB97M-V def2-TZVPD def2/J DEFGRID3
* xyz 0 1
C 0.22644 0.19869 0.10556
C 1.09051 -0.48782 0.88522
C 2.17583 -0.60429 1.50843
N 1.91406 1.81414 -0.35357
O 3.07712 -0.79990 2.22498
O 0.81503 1.26875 -0.49025
H -0.74775 -0.21231 -0.44426
*
```

Energies relative to the most stable structure are version A 0.0; version B 93.6, reported in kcal/mol.

Version A
2 unconnected molecules or ions with the total composition C4H5FN2OS. Source: the Open Molecules 2025 dataset; level of theory: ωB97M-V/def2-TZVPD.

Properties
Highest occupied orbital energy, eV: -9.47
Orbital gap, eV: 9.3

```
! RIJCOSX wB97M-V def2-TZVPD def2/J DEFGRID3
* xyz 0 1
C 3.17222 0.33120 0.28938
C 2.14270 1.22031 -0.01038
C 1.35312 0.53826 -0.92217
C -3.65898 0.09474 0.21528
N 1.77133 -0.68936 -1.13103
N 2.88606 -0.79852 -0.42188
O -2.08674 1.41747 -1.29833
F 2.01052 2.51215 0.42185
S -2.14845 0.57126 -0.07731
H 4.08350 0.35380 0.83536
H -4.47719 0.30579 -0.49795
H -3.79154 -0.57366 1.06831
H 0.40085 0.96576 -1.38374
H 3.26120 -1.68419 -0.61116
*
```

Version B
2 unconnected molecules or ions with the total composition C4H5FN2OS. Source: the Open Molecules 2025 dataset; level of theory: ωB97M-V/def2-TZVPD.

Properties
Highest occupied orbital energy (spin up / spin down), eV: -8.87 / -8.51
Orbital gap (spin up / spin down), eV: 7.9 / 8.5

```
! RIJCOSX wB97M-V def2-TZVPD def2/J DEFGRID3
* xyz 0 1
C -0.94425 0.98930 0.58366
C -2.20454 0.60607 0.09047
C -0.07672 0.79583 -0.41628
C 1.69624 -1.74959 0.69316
N -2.05011 0.01434 -1.12145
N -0.76516 0.20021 -1.42240
O 2.10313 1.91387 0.50123
F 0.71524 -2.09813 -0.18825
S 1.75221 0.83853 -0.39732
H -0.70754 1.37000 1.57501
H -3.13371 1.06196 0.46628
H 2.65045 -1.93471 0.23329
H 1.44341 -1.84292 1.79323
H -0.47864 -0.16476 -2.39062
*
```

Energies relative to the most stable structure are version A 0.0; version B 41.5, reported in kcal/mol.